{
  "formula": "C12H19NO2",
  "method": "ωB97M-V/def2-TZVPD",
  "smiles": "CCN(C)C(C)=O.Cc1ccc(O)cc1",
  "energy_ev": -18332.5983,
  "symbols": ["O", "O", "N", "C", "C", "C", "C", "C", "C", "C", "C", "C", "C", "C", "C", "H", "H", "H", "H", "H", "H", "H", "H", "H", "H", "H", "H", "H", "H", "H", "H", "H", "H", "H"],
  "coordinates": [[-0.399068, 2.536183, -2.464160], [1.591777, -1.598154, 0.321392], [-0.316784, 0.065167, -2.460157], [1.126674, 0.464067, 3.854845], [-0.945399, 1.445598, -2.272278], [2.056246, -0.606551, 3.681893], [1.177313, 0.012332, -2.596571], [-2.068694, -1.552217, -3.221164], [0.448473, 1.012610, 2.743689], [2.201489, -1.345970, 2.508030], [1.543883, -0.822233, 1.460081], [0.647608, 0.422876, 5.330048], [-2.322419, 1.580324, -1.669786], [0.725093, 0.361696, 1.571696], [-1.026503, -0.343193, -3.631822], [-1.834015, 0.526327, -3.982959], [1.329426, -1.097383, -2.079249], [2.757581, -0.909453, 4.538270], [-0.147296, -0.396871, 5.458189], [-1.927763, -2.395014, -4.039114], [-0.118807, 1.915371, 2.944477], [1.622475, 0.167231, -3.588411], [1.759860, 0.469716, -1.788380], [-2.425956, 1.978266, -0.631844], [1.542941, 0.519207, 5.979288], [-1.835397, -2.010284, -2.363837], [2.965317, -2.114604, 2.431760], [1.000380, -1.345909, -0.320846], [-2.884461, 2.326631, -2.406929], [-0.551596, -0.738568, -4.422214], [-2.924761, 0.614497, -1.618236], [0.299995, 0.647317, 0.635841], [0.116880, 1.471213, 5.509151], [-3.184496, -1.260225, -3.410694]],
  "forces_ev_per_angstrom": [[0.0, -2.9, -0.1], [2.3, -0.5, 2.1], [0.4, 4.2, 0.2], [0.4, -2.7, 1.3], [2.3, 2.0, 1.4], [0.9, 0.0, 0.9], [-0.4, -3.5, 2.6], [-1.3, 1.1, -6.8], [1.6, -0.9, 1.9], [1.5, 1.4, 1.9], [-2.3, 0.6, -1.4], [-1.4, 3.8, -0.7], [-3.0, -0.7, -1.3], [0.7, -1.5, -1.6], [-7.3, 0.1, 2.4], [2.5, -2.0, 0.3], [0.2, 2.1, -2.6], [-1.6, 0.5, -1.0], [1.7, 1.1, 0.2], [-0.2, 1.5, 1.4], [-0.4, -0.3, -0.7], [-0.3, -0.2, 0.4], [-0.7, 1.1, -0.4], [0.9, 0.0, -0.9], [-0.8, -1.0, 0.0], [0.5, -1.2, 3.6], [-0.5, -0.1, -0.1], [-2.3, 1.2, -2.1], [1.0, -1.6, 1.8], [2.5, -0.6, -2.7], [0.8, 1.1, -0.4], [-0.4, 0.5, -0.5], [0.6, -2.1, -0.1], [2.0, -0.4, 1.0]]
}


{
  "formula": "C12H20",
  "method": "ωB97M-V/def2-TZVPD",
  "smiles": "CCc1ccccc1.CC(C)C",
  "energy_ev": -12768.2921,
  "symbols": ["C", "C", "C", "C", "C", "C", "C", "C", "C", "C", "C", "C", "H", "H", "H", "H", "H", "H", "H", "H", "H", "H", "H", "H", "H", "H", "H", "H", "H", "H", "H", "H"],
  "coordinates": [[-3.579163, -1.294163, -0.412990], [-2.205197, -0.381471, -2.171812], [-0.292950, 2.744311, -1.013491], [-3.152123, -1.297149, -1.727975], [2.128314, -0.489219, 1.041135], [1.677602, 0.036451, 2.393200], [-0.508267, 1.428642, -1.758527], [-1.688188, 0.583539, -1.311023], [-3.080353, -0.327578, 0.459613], [-2.122812, 0.563791, 0.011635], [3.628238, -0.327283, 0.789501], [1.723989, -1.970052, 0.920927], [-1.066149, 3.444639, -1.350276], [2.159036, -0.541271, 3.192862], [1.957736, 1.064667, 2.604907], [2.176396, -2.422477, 0.043432], [-3.497130, -2.101230, -2.366597], [-1.942682, -0.364970, -3.220578], [-1.646624, 1.256318, 0.694177], [4.182008, 0.052476, 1.659123], [0.358437, 0.776378, -1.630266], [4.123979, -1.272806, 0.574104], [-4.280125, -2.034830, -0.056178], [-0.328038, 2.738346, 0.073902], [0.648994, -2.042679, 0.731985], [1.906154, -2.563141, 1.813062], [0.591092, -0.079432, 2.485274], [-3.354893, -0.307209, 1.505074], [-0.651068, 1.661445, -2.813967], [1.570808, -0.068034, 0.213668], [0.641930, 3.195399, -1.353173], [3.921049, 0.338606, -0.020716]],
  "forces_ev_per_angstrom": [[0.0, 0.4, 0.5], [-0.6, 0.3, -0.1], [-0.3, 0.6, -0.8], [0.2, -0.4, 0.0], [0.2, -1.0, -0.2], [-0.1, -0.1, 0.2], [-0.5, -0.1, 0.6], [0.3, -0.5, 0.1], [0.2, -0.3, -0.1], [0.3, 0.4, -0.1], [1.0, 0.2, 0.4], [-0.7, 0.1, -0.2], [0.0, 0.0, 0.2], [-0.2, -0.1, -0.2], [-0.1, 0.3, -0.3], [0.3, -0.2, 0.0], [-0.1, 0.2, -0.2], [0.3, -0.1, -0.1], [-0.2, 0.0, 0.2], [-0.3, 0.0, 0.0], [0.2, 0.1, -0.3], [-0.2, -0.2, -0.1], [-0.1, 0.0, 0.0], [0.2, -0.3, 0.0], [-0.1, 0.1, 0.2], [0.4, -0.1, 0.1], [0.2, 0.1, 0.1], [-0.2, -0.1, 0.0], [0.3, -0.1, -0.1], [-0.1, 0.8, 0.0], [0.1, -0.1, 0.3], [-0.4, 0.1, -0.2]]
}


{
  "formula": "C12H20BBeBrCl5ILi2MgNaO9",
  "method": "ωB97M-V/def2-TZVPD",
  "energy_ev": -183277.2506,
  "charge": 1,
  "symbols": ["I", "Br", "Cl", "Cl", "Cl", "Cl", "Cl", "Mg", "Na", "O", "O", "O", "O", "O", "O", "O", "O", "O", "C", "C", "C", "C", "C", "C", "C", "C", "C", "C", "C", "C", "B", "Be", "Li", "Li", "H", "H", "H", "H", "H", "H", "H", "H", "H", "H", "H", "H", "H", "H", "H", "H", "H", "H", "H", "H"],
  "coordinates": [[2.658320, 2.186244, 3.903215], [2.858231, 1.176026, 6.678383], [5.150456, -4.138717, 0.589206], [-1.813343, -0.906656, -1.696762], [6.451784, -4.340060, -2.011626], [-3.448286, -0.643264, 0.724390], [7.868018, -5.168736, 0.394979], [3.646414, -0.723054, -0.916247], [6.974835, -2.642509, -0.198237], [-2.486472, 0.707204, -4.273004], [-6.083243, -1.930263, -1.009026], [-6.586279, -1.650470, 1.082314], [-0.431164, -1.340302, 2.492121], [-0.646971, 4.351401, 2.440334], [-0.891847, 4.522954, 0.151143], [1.833925, -1.188435, 2.288870], [-3.885347, -1.493241, -6.596457], [-8.141385, -2.519355, -0.244246], [1.870455, 1.909670, 1.889888], [6.289621, -5.067415, -0.402536], [-1.075714, 3.825989, 1.166518], [2.933697, 1.372686, 0.810043], [0.723800, -0.584243, 2.255316], [-3.339273, -1.341864, -0.893498], [-3.851397, -0.893259, -5.452662], [-6.990311, -2.071006, -0.140473], [4.449789, 1.350245, 1.396259], [-1.701120, 2.364540, 1.194958], [-2.533029, 0.108978, -5.420674], [-0.580074, 1.277948, 0.762089], [0.493190, 1.030461, 2.010922], [1.851687, 2.787786, -0.756839], [0.421565, 0.599389, -1.917268], [2.062308, -0.214953, 8.702778], [2.991839, 2.076168, -0.118423], [4.582100, 0.570420, 2.218375], [-3.395959, -2.425332, -0.813017], [-5.698914, -1.395817, 0.754156], [-1.672726, -0.525364, -5.691343], [4.781123, 2.389849, 1.747803], [-0.082520, 1.440249, 2.980346], [-3.758362, -1.523702, -4.552958], [-4.169260, -0.972590, -1.492123], [0.319370, 4.517871, 2.344564], [-2.078049, 2.189827, 2.269565], [1.544171, 2.967868, 1.524478], [-0.041335, 1.568108, -0.211321], [2.710747, 0.319221, 0.415928], [-4.707942, -0.250220, -5.192373], [5.166070, 1.057109, 0.549538], [-2.645997, 2.298440, 0.538274], [-2.626942, 0.745905, -6.314970], [-1.168509, 0.314725, 0.559290], [5.898254, -6.076453, -0.519960]],
  "forces_ev_per_angstrom": [[-0.5, 0.1, -1.4], [-0.1, -0.8, 1.7], [-0.4, -0.5, 0.2], [0.6, -0.2, -0.5], [-0.1, -0.3, -0.3], [0.0, -0.1, -0.1], [-0.1, 0.0, 0.0], [0.5, -0.7, -0.8], [0.6, 1.4, 0.1], [-0.6, -1.5, -2.2], [-0.3, -0.4, -0.9], [0.5, 0.2, -0.1], [3.7, 4.8, -1.3], [0.2, -1.6, -1.8], [-0.4, -2.6, 2.9], [-1.5, 3.5, -0.7], [0.9, 1.7, 2.3], [0.9, 0.2, -0.5], [0.9, -0.3, -1.4], [-0.2, -0.8, 0.0], [0.5, 1.7, -1.5], [1.9, 0.4, 2.1], [-1.5, -9.3, 2.2], [-0.7, -0.1, 0.4], [-5.4, -4.5, -1.0], [-1.1, -0.3, 0.3], [0.1, -0.1, -0.9], [-0.4, 0.6, 0.3], [5.3, 4.5, 0.9], [-1.0, -0.8, 0.4], [-1.4, 3.2, -1.1], [-1.5, 0.7, -1.0], [-0.5, 0.2, 0.1], [0.3, 0.6, -0.8], [1.1, -1.6, 1.5], [-0.4, 1.2, -1.0], [0.2, 0.2, 0.0], [0.0, 0.3, 1.2], [-0.4, -0.9, 0.7], [-0.6, -1.6, -0.4], [0.1, -0.7, 0.5], [1.2, -0.2, -0.2], [0.2, 0.0, 0.1], [-1.0, 0.4, 0.1], [0.9, 0.0, -1.6], [0.2, -1.2, 0.5], [-0.8, 0.1, 0.9], [-0.6, 1.9, 1.0], [0.5, 0.9, -0.8], [-0.8, 0.4, 1.0], [1.7, 0.3, 0.7], [-1.3, 0.1, 0.2], [1.0, 1.5, 0.2], [0.0, 0.2, 0.0]]
}